[1]
Molecular formula: C44H111N7O16
Method: DFT, ωB97M-V/def2-TZVPD

Summary:
Structure (SMILES) ... COCCNCCOC.COCCNCCOC.COCCNCCOC.COCCNCCOC.COCCNCCOC.COCCNCCOC.COCCNCCOC.OCCO
Maximum force ... 2.10 eV/Å
Energy above the lowest of the compared OMol25 structures with the same formula, charge and spin ... 0.0 kJ/mol
E_tot ... -90608.3938 eV
Orbital gap ... 9.1 eV

Structure (ORCA input):
```
! RIJCOSX wB97M-V def2-TZVPD def2/J DEFGRID3
* xyz 0 1
O -6.0602 -1.3200 4.2119
O 2.5603 3.6165 -0.9058
O -1.7718 -0.9317 -4.8625
O -1.0566 0.8430 1.2146
O -2.0450 -5.2111 -7.3673
O 1.4563 -6.1383 0.6369
O -5.3377 -4.6466 0.5250
O 3.6138 8.6267 2.5973
O 2.8955 -0.0944 -4.1012
O 0.7819 -0.8516 -0.0717
O 0.2238 -5.2375 -3.3540
O -2.8210 5.5460 0.0777
O -0.6699 9.7501 1.8890
O 4.8501 -0.9064 -0.1594
O 4.6618 -4.7995 5.5445
O 1.5658 0.8191 4.0332
N -0.2877 -4.5505 -0.6557
N 2.7577 5.9427 0.9747
N -4.2480 -2.9136 2.6651
N 1.9388 -2.8265 4.0971
N -3.2378 -1.7998 -7.4382
N 2.9799 -1.9434 -2.0338
N -2.8485 7.9017 1.9932
C 2.6972 6.4389 2.3290
C 3.5103 -4.5528 4.7591
C 4.4918 0.1545 0.7352
C 0.8005 -5.1503 1.4408
C -3.0127 9.3171 2.3030
C -0.1673 -6.0874 -4.3928
C 0.5213 10.3015 2.3759
C 1.3143 -1.5377 4.3512
C -2.5502 -2.9801 -6.9265
C -3.9448 -4.5389 0.7998
C -2.5426 -0.5289 -7.1439
C 4.1190 -2.1076 0.0651
C 2.0795 -0.4310 3.6430
C 0.3448 -4.0184 0.5391
C 4.3877 9.4389 3.4588
C -2.5578 -0.0955 -5.6850
C 3.9301 -2.7630 -1.2991
C -3.9924 7.2653 1.3370
C 2.3629 1.8992 3.6124
C 3.9447 7.2600 2.7016
C -4.0033 -1.5376 3.0574
C 2.7446 -2.3650 -3.4212
C 0.2027 1.2907 0.7335
C 2.7846 3.3242 -2.2715
C -1.7126 9.8383 2.8464
C 4.9609 -6.1879 5.5391
C 1.5968 4.6446 -0.7838
C -0.2882 -3.5957 -1.7548
C -6.7649 -1.5416 5.3961
C 0.6325 0.4990 -0.4771
C -2.1228 -6.3743 -8.1530
C -3.7191 5.8082 1.1355
C 2.5369 0.9672 -4.9534
C -0.6941 -4.2217 -3.0640
C -1.7342 -0.4452 -3.5571
C -2.0735 4.3734 0.2592
C 1.6112 -7.3314 1.3511
C 2.0718 -1.2288 -4.1560
C -5.6217 -5.6011 -0.4774
C -3.7430 -3.1341 1.3046
C -4.6451 -1.2410 4.3812
C 1.5656 5.2104 0.6153
C -3.0644 -4.2535 -7.5815
C 3.0805 -3.1128 4.9724
H -2.9962 0.2383 -7.7666
H -1.2136 4.5403 0.9076
H 0.9968 1.2136 1.4782
H -1.7253 -4.6028 -2.9704
H 3.5086 0.5490 0.4779
H -4.4070 -0.2509 4.7856
H 1.7559 -1.5106 -5.1674
H 3.3156 -0.9885 -2.1204
H 5.2426 0.9419 0.6989
H 3.1499 -1.9758 0.5501
H -2.9405 -1.3050 3.1811
H 1.9315 2.9001 -2.8024
H 0.3220 -5.3221 -0.9163
H 3.1416 4.2596 -2.7229
H 4.9082 -6.5924 4.5232
H -5.2562 -3.0212 2.5818
H 3.6588 2.6821 -2.3937
H -1.8137 10.8445 3.2813
H 4.5853 -0.2956 1.7297
H 3.0379 6.6622 0.3245
H 1.4514 4.3330 1.2598
H 4.2399 -6.7010 6.1802
H -5.5564 -6.6123 -0.0494
H -0.0389 -5.6327 1.9569
H 4.8362 -2.8886 -1.9000
H 3.7030 -4.8408 3.7202
H -3.4263 5.3829 2.1003
H 1.7679 5.4502 -1.5173
H 0.6452 10.1528 3.4537
H -1.3703 9.3065 3.7484
H 0.0993 2.3463 0.4808
H -0.3209 -3.2948 1.0196
H -1.5130 -0.7766 -7.4126
H -1.1041 -6.6364 -4.2186
H 3.7300 -2.5402 -3.8823
H 3.9074 -2.4517 4.7161
H 2.6838 -5.1999 5.0951
H -1.7340 4.0653 -0.7347
H -0.9746 -0.9842 -2.9784
H 3.1484 -0.5671 3.8451
H -3.7761 9.4737 3.0638
H -4.2284 7.8143 0.4097
H 0.5563 -6.8832 -4.5591
H 0.7352 -3.2367 -1.9695
H -6.6937 -5.5590 -0.6898
H 2.2992 -7.1820 2.1923
H 2.7877 -3.0056 6.0230
H -4.3664 -1.9670 5.1550
H 2.0182 -8.1164 0.7126
H 1.3765 9.8524 1.8670
H -0.1063 0.5733 -1.2893
H -0.8133 -3.4510 -3.8406
H 1.8913 -0.5608 2.5688
H -2.6203 -0.6438 -2.9391
H -3.3032 -4.1104 -8.6385
H 2.5585 5.6456 3.0688
H -1.1951 -6.9172 -7.9802
H -2.6882 -2.8401 1.2667
H -0.8726 0.0628 1.7495
H 2.3869 0.6999 -6.0038
H -7.8407 -1.5157 5.2487
H 1.7858 2.8165 3.5248
H -3.5799 -5.2454 1.5566
H 3.4150 1.6142 -4.9305
H -0.3457 -5.5289 -5.3179
H 1.2214 -1.3191 5.4244
H 3.2025 2.0898 4.2918
H 4.1689 10.4870 3.2777
H 3.4388 -3.7140 -1.0648
H 4.7286 -2.7212 0.7364
H -6.5668 -0.7602 6.1472
H 0.2943 -1.5113 3.9601
H -2.0468 7.8434 1.3715
H -2.6620 -3.0461 -5.8392
H 1.5503 0.8799 -0.9434
H -6.4403 -2.4691 5.8815
H -0.8756 -2.7410 -1.4120
H 0.6303 11.3779 2.1847
H -1.4846 -2.8652 -7.1251
H 4.2980 6.9247 3.6870
H 1.1120 -1.0416 -3.6452
H 5.4557 9.2415 3.2957
H -4.1997 -1.7133 -7.1326
H -2.9871 -7.0050 -7.9165
H -4.2453 -2.4609 0.5929
H 1.8339 7.1073 2.4758
H 1.3986 -1.3089 -0.6663
H 1.5216 -4.8615 2.2141
H -4.3779 -0.8065 2.3252
H 0.6835 -7.7698 1.7390
H -2.1838 -6.1238 -9.2196
H -1.4544 0.6045 -3.4106
H 1.6606 1.4838 -4.5512
H -3.1957 9.9083 1.3934
H -2.6154 3.4644 0.5451
H -4.6657 5.3073 0.8857
H -3.3283 -4.7101 -0.0891
H -3.6001 -0.0744 -5.3376
H 1.2682 -3.5701 4.2548
H 4.2042 9.1760 4.5080
H 0.6539 5.8079 0.7579
H -2.2147 0.9470 -5.6499
H 1.2331 -3.4021 0.3125
H 0.6287 4.2566 -1.1303
H -4.8452 7.4588 1.9953
H -3.9755 -4.5727 -7.0600
H 2.8047 1.6838 2.6322
H -5.0177 -5.4499 -1.3709
H 2.2040 -3.3035 -3.5507
H 5.9793 -6.3247 5.8932
H 4.8120 6.9852 2.0854
*
```

---

[2]
Molecular formula: C44H112As5F30N6O6
Method: DFT, ωB97M-V/def2-TZVPD

Summary:
Maximum force ... 4.59 eV/Å
E_tot ... -454373.2947 eV
Orbital gap (alpha / beta) ... 7.5 / 2.6 eV

Structure (ORCA input):
```
! RIJCOSX wB97M-V def2-TZVPD def2/J DEFGRID3
* xyz 2 2
As -18.8874 9.8414 12.8539
As -24.9052 10.8696 9.9376
As -24.4411 7.9922 15.2120
As -26.6217 2.7662 10.5469
As -19.0040 4.6382 15.4573
F -24.2519 9.2913 13.9220
F -25.1305 9.1775 9.4463
F -17.5735 4.4537 14.2960
F -26.6986 11.1949 9.6964
F -27.0996 4.5305 10.5485
F -20.4347 4.8988 16.5378
F -18.5434 6.3478 15.5222
F -25.2793 3.0988 9.3584
F -24.7089 6.7704 16.4714
F -24.5562 11.3335 8.1474
F -20.0856 5.0248 14.0755
F -18.8333 11.5826 12.3554
F -23.1727 10.5522 10.2054
F -26.1322 8.5970 15.4181
F -17.8852 4.2959 16.8849
F -25.6114 3.1065 11.9828
F -17.3173 10.0460 13.7905
F -26.1891 1.0485 10.5113
F -22.8145 7.4312 14.9215
F -18.7807 8.0557 13.1961
F -20.4511 9.6717 11.9858
F -19.7304 10.1508 14.4129
F -25.1767 10.3417 11.5909
F -28.0900 2.4200 11.5889
F -19.3972 2.9069 15.3719
F -17.9049 9.6068 11.2805
F -27.6334 2.6362 9.0370
F -23.7858 9.0628 16.4586
F -24.5774 12.6398 10.3152
F -25.0092 6.9067 13.9187
O -22.8018 0.9804 14.4360
O -20.8593 8.8631 6.9495
O -25.7246 3.3837 2.0675
O -21.6784 5.8900 9.7597
O -18.5030 5.9133 0.1330
O -28.9266 7.8766 11.8160
N -22.4551 7.9109 11.8051
N -25.5949 4.2539 5.3708
N -24.8252 2.6564 15.8159
N -17.7786 4.8605 3.1520
N -30.8132 7.4151 9.8348
N -22.7230 10.3110 4.7929
C -32.0839 7.3768 8.9055
C -19.4584 5.4879 4.9930
C -30.2262 7.9824 12.3484
C -17.4951 6.4855 0.9704
C -24.1112 6.0271 11.2905
C -26.7926 3.5067 6.1265
C -19.9397 8.4366 8.0082
C -26.6351 6.5806 5.2884
C -22.4508 11.8135 4.4634
C -29.4483 9.5572 9.2458
C -24.8185 10.6474 3.3512
C -16.8856 3.8499 3.9955
C -29.9572 5.0200 8.9038
C -24.0628 2.3991 17.1501
C -25.6125 2.5226 3.2272
C -18.7763 4.0245 2.3146
C -25.5564 1.3863 15.4118
C -16.8609 5.5152 2.0790
C -23.4353 5.6431 5.9511
C -31.3097 8.0702 11.1773
C -30.3477 5.9497 10.1478
C -23.4327 10.0690 6.0402
C -18.2042 2.9410 1.3375
C -22.7176 6.3792 11.8764
C -27.9302 8.0089 12.7574
C -21.6431 0.1355 14.6061
C -25.9928 3.7418 15.9620
C -29.7169 8.0547 8.9334
C -23.2156 3.6666 17.6346
C -19.2620 6.8493 -0.6793
C -26.0824 5.3761 4.4048
C -21.4584 9.3756 4.7062
C -23.8549 3.1433 14.7362
C -20.8491 4.9826 8.9881
C -23.5615 9.7057 3.6146
C -24.9509 2.9254 1.0334
C -24.5150 4.7157 6.4397
C -21.4757 12.0746 3.3038
C -18.3575 5.9526 4.1054
C -20.3961 9.5725 5.8583
C -26.8966 3.8508 14.6277
C -24.8869 3.1695 4.4860
C -22.5319 2.3448 14.5469
C -21.6439 5.5863 11.1590
H -25.2685 5.6481 3.7327
H -19.1966 4.7397 5.7411
H -26.4952 4.4976 13.8475
H -27.1393 4.1332 6.9483
H -22.8735 6.0049 6.8123
H -22.9233 9.8281 2.7394
H -22.5840 6.1223 12.9272
H -17.8655 7.3736 1.4826
H -31.8007 6.9639 7.9373
H -23.6267 4.1101 15.1850
H -23.4923 8.9882 6.1677
H -30.6119 5.1807 8.0473
H -26.4722 3.2538 16.8106
H -28.7299 7.6358 9.1296
H -18.6533 7.6507 -1.0980
H -28.9843 5.3703 8.5590
H -25.2123 3.5705 0.1946
H -31.5489 9.1163 10.9860
H -27.0086 7.5393 12.4134
H -25.2097 1.9033 0.7572
H -24.6188 2.4226 5.2332
H -24.8958 6.7066 11.6233
H -20.0289 6.2296 5.5520
H -21.0762 3.9218 9.0939
H -32.4748 8.3612 8.6483
H -32.2321 7.5344 11.4013
H -23.7719 8.6678 3.8725
H -21.8599 8.3623 4.7190
H -26.3977 2.6499 6.6725
H -17.5857 6.3737 4.7497
H -19.4383 4.7770 1.8861
H -17.5967 3.3339 4.6406
H -23.8821 3.5274 4.2614
H -21.9509 -0.8767 14.3436
H -24.0063 3.8242 6.8066
H -24.8725 0.5955 15.7199
H -30.3697 8.8999 12.9190
H -22.7164 5.1095 5.3294
H -23.6404 6.5788 5.4311
H -25.1254 5.1295 7.2423
H -24.4149 4.9866 11.4053
H -29.8460 7.7449 7.8964
H -30.4191 7.1214 12.9883
H -28.0981 7.4104 13.6527
H -22.0444 2.5662 13.5975
H -22.9683 8.5634 12.3804
H -30.4119 10.0589 9.3339
H -18.8014 6.6836 3.4296
H -24.0181 6.1023 10.2070
H -20.2093 5.1345 4.2863
H -28.8551 10.0198 8.4570
H -26.5633 2.2555 3.6885
H -31.1476 5.5439 10.7672
H -20.9618 5.1945 7.9249
H -27.8397 4.2364 15.0150
H -25.5993 10.1669 2.7617
H -22.4191 3.9337 16.9401
H -25.3665 11.0245 4.2146
H -16.7763 6.8111 0.2184
H -22.7638 10.5891 6.7258
H -17.6445 2.1458 1.8299
H -26.7635 7.4828 4.6902
H -17.6744 3.4257 0.5174
H -24.4207 11.4741 2.7626
H -28.8873 9.7420 10.1619
H -21.9872 4.5675 11.3386
H -16.1314 6.0757 2.6636
H -30.1643 3.9938 9.2072
H -16.1124 4.2982 4.6195
H -25.6002 1.3383 14.3237
H -19.0208 2.4835 0.7790
H -27.0286 2.9880 13.9748
H -22.6764 3.5079 18.5685
H -26.5580 1.2445 15.8179
H -19.3910 9.2729 5.5613
H -22.5418 8.1943 10.8396
H -19.9557 9.1591 8.8242
H -23.5707 1.4419 16.9777
H -32.8804 6.7724 9.3396
H -21.7246 11.5844 2.3626
H -24.4234 10.5187 5.9734
H -20.8484 0.2755 13.8733
H -20.0913 10.6137 5.9630
H -20.4990 11.7223 3.6355
H -25.8907 6.9942 5.9687
H -21.4799 7.9660 12.0618
H -20.3956 7.5495 8.4479
H -21.9031 2.6868 15.3690
H -18.9710 8.0874 7.6505
H -23.8679 4.4865 17.9350
H -21.4953 13.1237 3.0089
H -16.2241 4.6945 1.7489
H -16.3765 3.2262 3.2607
H -19.7896 5.1893 9.1391
H -19.3939 3.4755 3.0255
H -23.3781 12.3865 4.4696
H -23.8913 3.1588 1.1379
H -25.4530 4.6233 16.3077
H -21.2708 0.3761 15.6019
H -19.7653 6.2821 -1.4623
H -20.6428 5.7464 11.5595
H -27.6649 3.2796 5.5137
H -27.5010 6.3181 5.8961
H -24.7971 2.2276 17.9372
H -24.4849 3.2946 13.8596
H -27.8313 9.0860 12.8921
H -20.9303 9.4372 3.7547
H -29.5425 5.8550 10.8764
H -24.9553 1.6673 3.0699
H -21.8766 12.1996 5.3056
H -26.8102 5.0132 3.6791
H -20.1580 7.2182 -0.1800
*
```